(1)
Molecular formula: C8H18N4S2
Method: DFT, the ωB97M-V functional and the def2-TZVPD basis

The calculation puts the total energy at -1330.73245 hartree. Its relative energy (zero: lowest compared OMol25 entry of this formula, charge and spin) is 3.321 eV. The total charge is 0. Its SMILES is [H]/N=C(/N)SCCCCCCS/C(N)=N/[H]. Its LUMO energy is 0.0072 Ha. The value obtained for the frontier orbital gap is 8.40 eV.

Last column: Mulliken charge in e.
Atoms and positions in Å:
H 1.981 -3.892 -1.815  0.304
N 3.034 -3.244 -1.827  -0.758
C 3.263 -2.936 -0.583  0.498
N 4.463 -2.508 -0.103  -0.547
S 1.737 -2.794 0.273  -0.186
C 1.562 -0.990 0.206  -0.783
C 1.126 -0.746 -1.198  -0.496
C -0.473 -0.944 -1.346  -0.676
C -1.436 -0.450 -0.357  -0.341
C -2.167 0.808 -0.613  -0.864
C -1.385 2.215 -0.534  -0.704
S -0.558 2.377 1.120  -0.229
C -2.053 2.999 1.942  0.480
N -1.943 2.783 3.376  -0.724
N -3.042 3.476 1.191  -0.622
H -3.762 4.018 1.731  0.237
H 4.178 -1.875 0.723  0.301
H 5.418 -2.144 -0.670  0.305
H 0.943 -0.412 0.883  0.485
H 2.563 -0.658 0.175  0.198
H 1.725 0.273 -1.614  0.261
H 1.707 -1.594 -1.764  0.398
H -0.890 -2.049 -1.208  0.289
H -0.693 -0.733 -2.322  0.540
H -1.950 -1.638 -0.023  0.255
H -0.942 -0.454 0.673  0.263
H -2.585 0.585 -1.573  0.457
H -3.038 0.994 0.286  0.125
H -2.028 3.036 -0.659  0.516
H -0.705 2.491 -1.472  0.348
H -1.142 2.002 3.528  0.324
H -2.911 2.006 3.573  0.343

(2)
Molecular formula: C24H60N4O8Rb
Method: DFT, the ωB97M-V functional and the def2-TZVPD basis

The calculation puts the total energy at -1794.17824 hartree. Its relative energy (zero: lowest compared OMol25 entry of this formula, charge and spin) is 25.622 eV. The total charge is +1. Its LUMO energy is -0.0768 Ha. The value obtained for the frontier orbital gap is 7.52 eV.

Last column: Mulliken charge in e.
Atoms and positions in Å:
Rb -0.072 -0.290 0.216  1.384
C -2.889 -1.196 0.990  -1.194
O -1.971 -0.919 -0.131  -0.500
C -1.936 -1.796 -1.302  0.539
C -3.080 -1.393 -2.235  -1.709
N -2.795 0.063 -2.620  -0.115
C -3.836 0.706 -3.484  -1.017
C -3.447 2.191 -3.610  0.183
O -4.414 2.817 -2.828  -0.378
C -4.258 4.215 -2.855  -0.576
H -3.943 -1.095 0.730  0.332
H -2.832 -0.428 1.761  0.272
H -2.718 -2.200 1.381  0.381
H -2.110 -2.820 -0.970  -0.196
H -1.033 -1.856 -1.910  -0.510
H -4.044 -1.551 -1.750  0.477
H -3.187 -2.084 -3.070  0.432
H -2.000 0.023 -3.242  0.397
H -4.888 0.464 -3.333  0.501
H -3.708 0.317 -4.494  0.265
H -3.332 2.556 -4.631  0.539
H -2.471 2.471 -3.214  -0.201
H -3.315 4.427 -2.350  0.094
H -5.068 4.806 -2.429  0.259
H -4.078 4.489 -3.895  0.337
C 5.388 -1.881 -1.851  -0.883
O 4.092 -1.607 -1.390  -0.305
C 3.934 -0.267 -0.914  -1.270
C 2.479 -0.003 -0.543  -0.837
N 1.878 -0.754 0.601  -0.177
C 2.531 -0.325 1.805  0.617
C 1.930 0.924 2.439  -0.648
O 0.691 0.670 2.989  -0.258
C 0.286 1.758 3.798  -1.134
H 5.530 -2.896 -2.223  0.305
H 6.202 -1.945 -1.128  0.334
H 5.760 -1.243 -2.652  0.328
H 4.249 0.334 -1.767  0.581
H 4.630 -0.243 -0.075  0.430
H 1.902 -0.222 -1.442  -0.266
H 2.403 1.075 -0.407  0.593
H 2.019 -1.721 0.347  0.545
H 3.612 -0.300 1.662  0.290
H 2.427 -1.134 2.527  -1.428
H 2.075 1.818 1.833  0.333
H 2.674 1.087 3.219  0.775
H 0.120 2.649 3.193  0.267
H 1.018 1.946 4.583  0.375
H -0.654 1.519 4.295  0.310
C 1.685 0.175 6.616  -0.765
O 1.933 -1.105 6.059  -0.483
C 2.412 -0.948 4.748  1.016
C 2.419 -2.405 4.168  -1.274
N 1.043 -2.819 3.817  -0.191
C 0.530 -2.313 2.535  -0.952
C -0.501 -3.081 1.762  -0.955
O -0.606 -2.586 0.434  0.083
C -1.325 -3.385 -0.571  -1.006
H 2.495 0.879 6.429  0.331
H 1.581 0.226 7.700  0.362
H 0.739 0.563 6.237  0.189
H 3.443 -0.595 4.725  0.445
H 1.681 -0.360 4.193  -0.287
H 2.794 -3.135 4.885  0.571
H 3.085 -2.376 3.305  0.472
H 0.738 -3.779 3.901  0.378
H 1.324 -2.400 1.794  0.342
H 0.352 -1.240 2.458  0.432
H -1.445 -2.882 2.269  0.353
H -0.109 -4.097 1.720  0.637
H -2.401 -3.306 -0.416  0.627
H -1.189 -4.443 -0.346  0.708
H -1.194 -3.262 -1.646  0.481
C -0.798 -1.398 -4.951  -0.940
O -0.952 -0.531 -3.881  -0.363
C 0.266 -0.143 -3.226  -1.394
C 0.135 1.106 -2.292  -1.423
N -0.915 0.956 -1.241  2.614
C -1.429 2.221 -0.883  -1.210
C -0.626 2.786 0.332  0.458
O 0.523 3.606 -0.067  -0.335
C 0.284 4.960 -0.209  -0.789
H -0.410 -2.387 -4.707  0.272
H -0.024 -0.981 -5.596  0.396
H -1.701 -1.375 -5.561  0.324
H 1.003 0.145 -3.977  0.718
H 0.602 -1.108 -2.846  0.531
H -0.020 1.995 -2.904  0.512
H 1.066 1.213 -1.735  0.814
H -1.668 0.410 -1.637  -0.298
H -2.490 2.136 -0.648  0.463
H -1.490 2.893 -1.739  0.399
H -0.060 1.962 0.767  -1.550
H -1.165 3.231 1.169  0.588
H 1.062 5.397 -0.835  0.216
H 0.320 5.371 0.800  0.311
H -0.752 5.055 -0.535  0.292

(3)
Molecular formula: C12H8N4O2S
Method: DFT, the ωB97M-V functional and the def2-TZVPD basis

The calculation puts the total energy at -1229.69339 hartree. The total charge is 0. Its SMILES is C#CCn1c(=O)[nH]c2nc(-c3cccs3)[nH]c2c1=O. Its LUMO energy is 0.0023 Ha. The value obtained for the frontier orbital gap is 8.60 eV.

Last column: Mulliken charge in e.
Atoms and positions in Å:
C 2.518 -5.271 -1.302  0.006
C 1.550 -4.513 -1.450  -0.438
C 0.405 -3.696 -1.849  -0.920
N 0.407 -2.310 -1.398  -0.043
C 1.013 -1.369 -2.057  0.556
O 1.499 -1.596 -3.117  -0.665
N 1.177 -0.096 -1.682  -0.191
C 0.322 0.277 -0.703  0.947
N 0.208 1.611 -0.350  -0.725
C -0.461 1.605 0.743  0.403
C -0.955 2.732 1.544  0.306
C -1.221 3.978 1.000  -0.808
C -1.512 4.864 2.162  -0.391
C -1.425 4.312 3.351  -0.393
S -1.014 2.684 3.282  -0.176
N -0.592 0.286 1.175  -0.077
C -0.233 -0.581 0.158  -0.101
C -0.239 -1.968 -0.263  0.264
O -0.874 -2.820 0.335  -0.686
H 3.512 -5.679 -1.235  0.417
H -0.360 -4.249 -1.343  0.368
H 0.236 -3.687 -2.905  0.444
H 1.289 0.450 -2.515  0.314
H -1.074 4.209 0.030  0.539
H -1.632 5.933 2.010  0.354
H -1.588 4.898 4.241  0.414
H -0.955 -0.006 2.135  0.283

(4)
Molecular formula: C4H9NO2
Method: DFT, the ωB97M-V functional and the def2-TZVPD basis

The calculation puts the total energy at -363.07139 hartree. Its relative energy (zero: lowest compared OMol25 entry of this formula, charge and spin) is 0.385 eV. The total charge is 0. Its SMILES is C[C@@H](O)CC(N)=O. Its LUMO energy is 0.0252 Ha. The value obtained for the frontier orbital gap is 10.32 eV.

Last column: Mulliken charge in e.
Atoms and positions in Å:
C -0.206 -2.045 -0.346  -1.428
C -0.374 -0.593 0.071  0.407
O -0.603 -0.458 1.477  -0.564
C 0.878 0.222 -0.248  -0.647
C 0.636 1.700 -0.511  0.370
N -0.331 2.261 0.271  -0.330
O 1.254 2.321 -1.357  -0.636
H 0.620 -2.509 0.203  0.319
H 0.016 -2.093 -1.418  0.377
H -1.119 -2.625 -0.168  0.397
H -1.232 -0.163 -0.468  0.309
H -1.379 -0.985 1.706  0.318
H 1.565 0.131 0.604  0.336
H 1.389 -0.174 -1.127  0.325
H -0.415 3.266 0.252  0.231
H -0.698 1.744 1.058  0.215

(5)
Molecular formula: C3H4I2O
Method: DFT, the ωB97M-V functional and the def2-TZVPD basis

Its spin multiplicity is 3. The calculation puts the total energy at -787.09748 hartree. As for the expectation value of S²: 2.02. Its relative energy (zero: lowest compared OMol25 entry of this formula, charge and spin) is 3.030 eV. The total charge is 0. Its LUMO energy (alpha / beta) is 0.0127 / -0.0893 Ha. The value obtained for the frontier orbital gap (alpha / beta) is 6.62 / 6.69 eV.

Last column: Mulliken spin population.
Atoms and positions in Å:
C -0.859 -0.137 0.544  0.829
C -1.378 0.552 -0.432  -0.148
C 1.378 -0.071 0.441  0.719
O 1.596 -1.359 -0.028  0.113
I -3.488 0.341 -0.768  0.241
I 1.766 1.665 -0.690  0.170
H -1.285 -0.739 1.314  0.048
H -0.780 1.230 -1.039  0.017
H 1.826 -0.026 1.535  0.004
H 1.223 -1.456 -0.879  0.008

(6)
Molecular formula: C5H13N2O2
Method: DFT, the ωB97M-V functional and the def2-TZVPD basis

The calculation puts the total energy at -458.03362 hartree. Its relative energy (zero: lowest compared OMol25 entry of this formula, charge and spin) is 1.331 eV. The total charge is +1. Its LUMO energy is -0.1013 Ha. The value obtained for the frontier orbital gap is 10.50 eV.

Last column: Mulliken charge in e.
Atoms and positions in Å:
C 2.151 1.493 0.884  -1.193
C 0.745 1.564 0.241  -0.179
C 0.077 0.217 0.010  0.410
C 0.276 -1.007 0.644  -0.397
N -0.711 -1.809 0.129  0.102
C -1.439 -1.204 -0.814  -0.599
N -0.926 0.083 -1.007  0.096
H 2.919 0.925 0.315  0.329
H 2.413 2.642 1.066  0.329
H 2.191 1.133 2.026  0.326
H 0.849 2.188 -0.699  0.323
H 0.071 2.108 0.954  0.246
H 0.983 -0.999 1.504  0.371
H -0.692 -2.722 0.615  0.291
H -2.307 -1.684 -1.268  0.356
H -1.232 0.833 -1.555  0.154
H 1.730 -1.380 -2.682  0.284
H 0.742 -2.492 -2.676  0.278
O 0.835 -1.599 -2.557  -0.558
H -2.607 0.483 2.263  0.242
H -3.421 0.836 1.233  0.252
O -2.649 0.393 1.374  -0.461

(7)
Molecular formula: C13H50O10S2Si
Method: DFT, the ωB97M-V functional and the def2-TZVPD basis

The calculation puts the total energy at -2363.30740 hartree. The total charge is 0. Its SMILES is SCCC[SiH2]S.CO.CO.CO.CO.CO.CO.CO.CO.CO.CO. Its LUMO energy is 0.0053 Ha. The value obtained for the frontier orbital gap is 9.74 eV.

Last column: Mulliken charge in e.
Atoms and positions in Å:
S -2.300 2.659 -4.867  -0.175
C -1.547 1.027 -4.220  -0.096
C -1.034 0.032 -5.418  -0.634
C 0.587 -0.202 -5.485  -0.454
Si 1.340 -1.042 -3.903  0.555
S 2.558 0.409 -2.778  -0.356
H -1.397 3.680 -4.522  0.160
H -2.448 0.459 -3.682  0.115
H -0.710 1.362 -3.463  0.123
H -1.636 -0.999 -5.413  0.308
H -1.341 0.549 -6.449  0.312
H 1.208 0.772 -5.770  0.126
H 0.779 -0.955 -6.391  0.315
H 0.287 -1.467 -2.968  -0.170
H 2.267 -2.149 -4.247  -0.161
H 1.599 1.297 -2.248  0.136
C -4.269 1.704 -0.763  -0.333
O -5.014 1.496 -1.949  -0.509
H -4.954 1.728 0.088  0.243
H -3.556 0.886 -0.631  0.061
H -3.738 2.657 -0.828  0.274
H -4.380 1.479 -2.686  0.248
C -1.791 6.851 -5.551  -0.522
O -1.704 5.699 -6.369  -0.432
H -1.706 7.741 -6.180  0.217
H -2.755 6.862 -5.036  0.243
H -0.977 6.844 -4.822  0.260
H -1.782 4.927 -5.784  0.101
C -7.065 2.145 -4.868  -0.190
O -7.207 3.476 -5.331  -0.513
H -8.031 1.791 -4.501  0.239
H -6.733 1.506 -5.690  0.230
H -6.336 2.117 -4.054  -0.013
H -6.334 3.762 -5.649  0.292
C -2.145 -1.549 0.418  -0.543
O -2.471 -0.269 0.929  -0.516
H -1.498 -1.429 -0.454  0.129
H -1.618 -2.125 1.183  0.337
H -3.060 -2.068 0.122  0.287
H -3.045 -0.408 1.702  0.293
C 0.730 -2.075 3.573  -0.444
O -0.510 -1.467 3.257  -0.520
H 0.602 -2.705 4.456  0.089
H 1.058 -2.692 2.733  0.295
H 1.473 -1.302 3.783  0.264
H -0.365 -0.915 2.470  0.296
C 1.284 -4.117 7.288  -0.600
O 1.970 -4.255 6.057  -0.453
H 1.321 -3.071 7.600  0.192
H 0.242 -4.421 7.162  0.295
H 1.766 -4.739 8.047  0.320
H 1.920 -5.193 5.806  0.277
C 4.397 -1.378 6.007  -0.493
O 4.278 -2.354 4.987  -0.511
H 5.300 -0.789 5.830  0.356
H 3.525 -0.720 5.986  0.199
H 4.471 -1.872 6.978  0.166
H 3.468 -2.860 5.170  0.242
C 5.558 -4.697 6.940  -0.399
O 4.660 -5.729 6.575  -0.528
H 6.358 -5.121 7.550  0.292
H 5.987 -4.251 6.039  0.228
H 5.026 -3.937 7.517  0.111
H 3.961 -5.322 6.035  0.322
C 3.168 1.153 9.047  -0.602
O 2.270 0.121 8.683  -0.473
H 3.968 0.728 9.658  0.225
H 3.597 1.598 8.147  0.262
H 2.636 1.913 9.625  0.289
H 1.571 0.527 8.143  0.296
C 1.678 1.594 -8.607  -0.542
O 0.779 0.562 -8.971  -0.493
H 2.478 1.169 -7.997  0.216
H 2.107 2.039 -9.508  0.306
H 1.146 2.354 -8.029  0.237
H 0.081 0.968 -9.512  0.294

(8)
Molecular formula: C6H8
Method: DFT, the ωB97M-V functional and the def2-TZVPD basis

The calculation puts the total energy at -233.29785 hartree. Its relative energy (zero: lowest compared OMol25 entry of this formula, charge and spin) is 2.426 eV. The total charge is 0. Its SMILES is C1=C[C@H]2C[C@H]2C1. Its LUMO energy is 0.0441 Ha. The value obtained for the frontier orbital gap is 10.10 eV.

Last column: Mulliken charge in e.
Atoms and positions in Å:
C 1.309 -0.432 0.646  -0.420
C 0.224 -1.180 0.795  -0.676
C -0.731 -0.834 -0.285  -0.036
C -1.618 0.457 0.028  -0.716
C -0.361 0.537 -0.772  -0.049
C 1.035 0.793 -0.218  -0.649
H 2.220 -0.585 1.199  0.392
H 0.091 -2.062 1.420  0.397
H -0.234 -1.578 -1.015  0.325
H -1.588 0.898 1.047  0.214
H -2.579 0.664 -0.448  0.283
H -0.552 0.676 -1.836  0.367
H 1.072 1.650 0.454  0.254
H 1.751 0.972 -1.030  0.314